1.
C24H55N2O9PS4 | the ωB97M-V functional and the def2-TZVPD basis

```
95
Properties=species:S:1:pos:R:3:forces:R:3
C 2.543 1.027 1.472 -0.06 -0.05 -0.07
C 1.744 -0.262 1.669 0.20 0.07 -0.39
C 0.435 -0.304 0.862 -0.19 -0.08 0.12
C -0.811 -0.157 1.738 0.08 0.22 0.12
N -2.050 -0.230 0.958 -0.13 -0.13 -0.02
C -2.937 0.906 0.931 -0.72 0.30 -0.15
P -3.898 1.010 2.516 0.00 -0.42 0.14
O -4.124 -0.328 3.115 0.09 0.16 -0.01
O -4.006 0.537 0.019 0.58 -0.39 0.43
C -3.506 0.760 -1.232 0.19 1.44 1.50
O -3.742 0.059 -2.137 -0.69 -1.21 -2.00
C -2.620 1.984 -1.193 0.73 0.04 0.00
C -3.101 3.188 -2.016 -0.10 0.06 -0.16
C -4.536 3.723 -1.818 -0.01 0.22 0.08
O -5.252 3.009 -0.809 0.01 0.09 0.05
C -2.273 2.160 0.313 0.39 -0.17 -0.19
C -2.574 3.530 0.935 -0.25 0.03 -0.19
C -1.403 4.530 0.894 -0.42 -0.24 0.21
N -0.070 3.989 1.191 0.29 0.95 0.02
C 0.464 4.433 2.481 -0.19 -0.13 0.18
C -0.319 3.842 3.651 0.25 -0.03 0.10
C 0.741 3.944 0.058 0.08 -0.42 0.55
C 2.209 4.261 0.098 0.02 0.04 -0.05
O 0.233 3.605 -0.988 -0.28 0.05 -0.76
H 2.056 1.882 1.950 0.01 -0.03 -0.05
H 2.646 1.250 0.405 -0.02 0.01 0.18
H 3.556 0.939 1.877 -0.13 0.06 0.06
H 1.540 -0.418 2.734 0.06 -0.13 -0.09
H 2.382 -1.083 1.318 -0.09 -0.03 0.28
H 0.430 0.475 0.087 0.03 -0.11 0.07
H 0.343 -1.267 0.348 -0.01 0.14 -0.05
H -0.759 0.785 2.308 0.02 -0.09 -0.08
H -0.811 -0.965 2.479 -0.04 0.11 -0.02
H -2.613 -1.019 1.263 0.12 -0.08 -0.08
H -5.063 1.708 2.159 0.04 0.21 -0.01
H -3.210 1.911 3.353 0.02 0.05 0.03
H -1.694 1.703 -1.707 -0.11 -0.08 0.14
H -2.985 2.908 -3.068 -0.02 0.00 0.14
H -2.373 3.988 -1.846 -0.07 -0.12 -0.02
H -5.096 3.657 -2.758 0.06 -0.11 0.12
H -4.498 4.789 -1.560 0.02 -0.13 -0.03
H -5.617 3.634 -0.174 -0.01 -0.12 -0.18
H -1.198 1.971 0.375 -0.13 0.29 0.23
H -2.946 3.447 1.962 0.20 -0.11 -0.08
H -3.384 4.000 0.370 0.01 -0.05 0.22
H -1.393 5.005 -0.088 0.18 -0.12 0.04
H -1.602 5.322 1.629 -0.02 -0.09 -0.12
H 1.497 4.102 2.573 -0.07 0.09 -0.06
H 0.431 5.531 2.551 0.16 -0.10 -0.04
H 0.134 4.171 4.592 -0.10 0.02 -0.11
H -0.258 2.749 3.636 -0.17 0.11 -0.07
H -1.365 4.162 3.658 0.08 -0.12 -0.03
H 2.743 3.358 -0.210 0.11 0.27 0.05
H 2.604 4.649 1.033 -0.06 -0.08 -0.01
H 2.376 5.010 -0.682 0.00 -0.17 0.07
C 5.103 1.434 -3.605 0.04 0.03 -0.05
S 4.257 1.076 -2.066 -0.22 -0.07 0.03
O 4.246 2.336 -1.264 0.20 -0.01 -0.08
C 5.519 0.007 -1.397 0.05 0.01 -0.01
H 4.482 2.126 -4.169 -0.01 0.00 0.01
H 6.069 1.889 -3.386 -0.01 0.01 0.01
H 5.227 0.504 -4.160 -0.01 0.00 0.01
H 6.468 0.541 -1.340 -0.02 0.01 -0.03
H 5.561 -0.872 -2.044 0.13 0.01 0.12
H 5.203 -0.290 -0.397 -0.03 0.02 0.01
C 2.770 -3.154 -1.270 0.09 0.14 0.02
S 4.423 -3.680 -1.706 0.06 0.00 0.03
O 4.910 -2.736 -2.758 -0.03 -0.09 -0.08
C 3.948 -5.187 -2.553 -0.06 -0.04 -0.04
H 2.863 -2.195 -0.763 0.01 0.01 0.00
H 2.167 -3.052 -2.169 -0.03 -0.05 0.03
H 2.325 -3.888 -0.601 -0.04 0.00 -0.02
H 3.266 -4.939 -3.365 -0.01 0.02 0.01
H 3.465 -5.857 -1.842 0.00 0.00 0.00
H 4.854 -5.645 -2.943 0.01 0.02 0.01
C -2.328 -5.083 -1.558 -0.07 -0.01 0.03
S -1.135 -4.512 -2.760 -0.04 0.09 -0.05
O 0.166 -4.357 -2.031 0.02 -0.09 0.06
C -1.805 -2.860 -2.937 -0.01 0.01 0.00
H -2.046 -6.094 -1.269 0.00 -0.02 -0.03
H -2.308 -4.436 -0.682 0.01 -0.02 0.01
H -3.320 -5.097 -2.010 0.02 0.00 -0.03
H -1.817 -2.371 -1.963 -0.02 0.00 0.01
H -2.812 -2.925 -3.348 0.00 0.05 0.02
H -1.162 -2.313 -3.624 0.01 -0.01 -0.01
C -1.052 -5.839 3.512 -0.02 -0.03 0.05
S -0.785 -4.583 2.257 0.11 0.01 -0.07
O -2.071 -4.425 1.527 -0.10 0.07 0.07
C 0.264 -5.577 1.193 0.11 0.02 0.01
H -1.735 -5.423 4.250 -0.01 0.01 -0.01
H -1.494 -6.721 3.050 -0.01 0.02 -0.02
H -0.101 -6.082 3.986 0.00 0.01 0.00
H -0.274 -6.480 0.904 -0.02 0.00 0.02
H 1.185 -5.828 1.721 0.01 0.00 0.00
H 0.482 -4.983 0.305 -0.06 -0.01 -0.04
```
Forces are in eV/Å.

- Lowest unoccupied orbital energy: 0.36 eV
- F_max: 0.0475 Eh/bohr
- 2S+1: 1
- Energy: -3668.1375 a.u.
- Kohn-Sham gap: 0.3353 Eh

Atomic partial charges in e from the Löwdin method, atoms 1 to 4: -0.10, -0.24, -0.18, -0.21


2.
C24H55N3O8S4 | the ωB97M-V functional and the def2-TZVPD basis

```
94
Properties=species:S:1:pos:R:3:forces:R:3
C -0.030 2.486 -3.974 -0.59 -1.47 -0.37
O -0.837 2.989 -2.929 0.59 0.33 0.61
H 1.022 2.369 -3.710 -0.06 0.84 0.36
H -0.319 1.432 -4.137 -0.10 0.23 -0.44
H -0.154 3.046 -4.902 0.20 0.03 0.05
H -1.760 2.834 -3.137 -0.03 -0.01 -0.18
C 4.063 -2.858 -0.040 0.48 0.36 0.73
O 5.412 -2.935 0.416 0.19 -0.09 -0.28
H 3.672 -1.859 0.172 -0.18 0.01 -0.13
H 4.090 -3.026 -1.113 -0.18 -0.15 -0.02
H 3.445 -3.581 0.492 -0.19 -0.13 -0.31
H 5.433 -3.018 1.372 -0.17 0.05 0.04
C 1.879 -1.494 4.198 -0.70 -0.45 0.62
O 2.353 -1.098 2.936 0.22 0.32 -0.14
H 0.888 -1.087 4.424 -0.07 0.02 -0.18
H 1.805 -2.584 4.269 0.02 -0.06 0.01
H 2.503 -1.172 5.031 0.46 0.21 -0.40
H 1.707 -1.426 2.285 0.03 -0.10 -0.01
C 0.339 -3.728 1.427 -0.58 -0.52 -0.19
O 0.447 -2.335 1.247 -0.16 0.56 0.24
H 0.933 -4.266 0.687 0.23 -0.11 0.15
H 0.603 -4.005 2.446 0.46 0.19 -0.03
H -0.687 -4.098 1.325 -0.11 0.26 -0.19
H 0.010 -2.073 0.402 0.25 -0.50 0.05
N -3.836 -1.043 2.288 -1.02 -0.76 0.98
C -3.040 -2.153 2.305 1.22 0.68 -0.73
C -3.628 -3.126 3.042 -0.37 -0.57 -0.02
C -4.883 -2.628 3.464 -0.03 0.22 0.10
C -4.969 -1.331 3.036 -0.05 0.22 -0.49
H -3.671 -0.177 1.815 0.19 0.11 0.00
H -2.083 -2.111 1.801 -0.07 -0.20 0.08
H -3.265 -4.121 3.241 0.17 0.06 -0.12
H -5.634 -3.213 3.968 -0.04 0.25 0.23
H -5.745 -0.596 3.171 -0.02 -0.03 -0.08
N 4.910 1.958 1.021 -0.33 -0.35 0.01
C 3.613 1.545 1.073 -0.45 0.06 0.36
C 2.831 2.528 0.527 0.10 -0.42 -0.36
C 3.701 3.542 0.028 0.15 -0.21 0.48
C 4.979 3.166 0.392 -0.05 0.26 -0.23
H 5.662 1.431 1.423 0.23 0.12 -0.11
H 3.297 0.616 1.525 0.26 0.02 0.15
H 1.757 2.435 0.486 -0.01 0.32 -0.21
H 3.412 4.429 -0.508 0.09 0.10 0.07
H 5.933 3.650 0.271 -0.07 0.08 -0.12
N -0.345 2.652 4.029 -0.64 0.73 0.35
C -1.630 2.565 4.539 0.98 -0.56 -0.59
C -2.082 1.307 4.185 -1.21 1.56 0.67
C -1.119 0.708 3.385 0.58 -1.20 -0.17
C -0.018 1.533 3.330 -0.06 -0.03 0.13
H 0.227 3.474 4.113 0.17 -0.08 -0.04
H -2.079 3.416 5.019 -0.06 -0.17 0.27
H -3.037 0.913 4.493 -0.01 -0.14 -0.21
H -1.263 -0.297 3.021 0.52 0.02 -0.17
H 0.996 1.402 2.985 -0.12 -0.13 -0.27
C -1.691 3.907 0.907 0.17 0.54 0.54
S -0.866 5.480 1.408 -1.28 -0.13 -1.01
O -1.059 6.457 0.277 0.04 -0.67 1.15
C -2.063 5.820 2.754 0.14 0.83 -0.03
H -2.742 4.031 0.649 0.08 0.50 -0.13
H -1.672 3.280 1.802 0.35 -0.34 -0.24
H -1.141 3.533 0.049 0.08 -0.22 0.11
H -3.116 5.643 2.540 0.13 -0.30 -0.38
H -1.977 6.890 2.959 0.18 -0.05 0.03
H -1.763 5.277 3.647 0.07 -0.12 -0.06
C 1.933 -0.895 -5.366 0.70 -0.08 -0.04
S 1.646 -2.669 -5.061 -0.20 0.45 -0.97
O 0.335 -2.946 -5.728 0.35 -0.04 0.51
C 2.877 -3.261 -6.251 -0.06 0.02 -0.24
H 1.943 -0.680 -6.435 -0.54 -0.19 -0.03
H 2.919 -0.564 -5.026 -0.10 -0.22 0.39
H 1.154 -0.363 -4.829 -0.09 0.10 -0.16
H 3.884 -2.880 -6.088 -0.04 -0.04 0.31
H 2.539 -2.936 -7.236 -0.12 0.03 0.05
H 2.858 -4.349 -6.228 0.07 0.00 0.11
C -4.031 -1.071 -2.201 -0.33 -0.85 0.42
S -4.288 -2.471 -3.357 0.56 1.54 -1.38
O -4.757 -1.783 -4.630 0.12 -0.89 1.03
C -2.529 -2.837 -3.624 0.01 -0.08 -0.10
H -3.277 -1.353 -1.464 -0.01 0.04 0.03
H -4.995 -0.975 -1.702 0.06 0.26 0.05
H -3.774 -0.150 -2.717 0.07 -0.16 -0.32
H -2.090 -2.049 -4.236 -0.13 0.21 0.14
H -2.386 -3.756 -4.192 -0.34 -0.08 0.08
H -2.020 -2.915 -2.665 0.01 -0.02 0.00
C 1.494 -0.233 -1.853 0.07 -0.65 -0.67
S -0.303 -0.476 -1.702 0.73 -0.08 0.82
O -0.529 -1.896 -1.227 0.07 0.51 -0.08
C -0.444 0.566 -0.216 -0.34 -0.24 -0.45
H 2.050 -0.630 -1.004 -0.33 0.47 0.43
H 1.681 0.811 -2.097 0.08 0.09 0.40
H 1.880 -0.827 -2.683 -0.41 -0.02 -0.19
H -0.302 1.593 -0.547 0.03 0.04 0.10
H 0.265 0.267 0.554 0.13 -0.03 -0.13
H -1.454 0.428 0.167 -0.04 0.10 -0.05
```
Forces are in eV/Å.

- Lowest unoccupied orbital energy: 0.27 eV
- F_max: 0.0416 Eh/bohr
- 2S+1: 1
- Energy: -3306.1707 a.u.
- Kohn-Sham gap: 0.3209 Eh

Atomic partial charges in e from the Löwdin method, atoms 1 to 4: -0.17, -0.12, 0.07, 0.06


3.
C24H55N8O10PS | the ωB97M-V functional and the def2-TZVPD basis

```
99
Properties=species:S:1:pos:R:3:forces:R:3
C -3.063 -2.885 2.273 -0.35 0.51 0.61
C -3.645 -1.588 1.727 0.27 -0.61 0.18
S -3.170 -1.176 0.030 -0.13 0.27 -0.34
C -1.362 -1.413 -0.143 -0.92 0.72 0.99
C -0.439 -0.916 0.991 1.80 1.05 -1.63
P -1.001 0.516 2.048 -1.67 0.29 2.32
N 0.395 1.372 2.538 -0.71 -0.70 -1.27
O -1.821 1.571 1.046 0.99 -0.98 -0.52
O 0.002 -1.997 1.810 -0.87 -0.32 1.06
C 0.859 -2.756 1.085 -2.05 5.67 -1.79
O 1.222 -3.788 1.358 2.08 -6.04 1.73
O 1.196 -2.071 -0.034 0.56 0.13 -0.96
C 0.923 -0.683 0.270 0.55 -0.41 1.30
N 2.023 -0.242 1.115 -0.18 0.34 0.18
H -2.107 -2.741 2.761 0.34 0.07 -0.19
H -3.737 -3.248 3.043 -0.14 -0.14 0.18
H -3.023 -3.667 1.545 0.19 -0.29 -0.45
H -3.470 -0.778 2.421 0.28 0.39 -0.01
H -4.722 -1.703 1.694 -0.29 0.03 -0.41
H -1.203 -2.455 -0.377 0.31 -0.24 0.22
H -1.105 -0.847 -1.038 -0.31 -0.18 0.14
H 0.789 1.823 1.716 0.50 0.27 0.33
H 0.066 2.121 3.134 0.03 0.00 0.13
H -1.500 1.479 0.136 -0.30 0.36 -0.04
H 0.860 -0.034 -0.589 -0.06 -0.45 -0.73
H 1.794 -0.277 2.106 -0.04 0.15 -0.08
H 2.818 -0.851 0.983 0.08 0.00 -0.31
C -3.500 -8.873 3.189 0.30 0.34 0.14
N -3.470 -7.464 2.842 -0.18 -0.08 -0.10
C -4.295 -6.784 2.002 0.08 0.20 -0.01
C -5.397 -7.564 1.324 -0.01 0.04 -0.02
O -4.136 -5.589 1.814 -0.18 -0.37 -0.02
H -3.636 -8.978 4.267 -0.05 -0.16 -0.02
H -2.551 -9.335 2.910 -0.07 -0.15 0.01
H -4.307 -9.388 2.679 -0.02 0.04 -0.02
H -2.757 -6.885 3.258 0.01 -0.02 -0.02
H -5.965 -6.888 0.692 0.07 0.07 0.03
H -4.978 -8.356 0.703 -0.07 -0.08 0.06
H -6.070 -7.997 2.066 0.02 -0.11 -0.05
C -4.338 0.110 -4.830 0.00 0.25 0.34
N -3.269 0.159 -3.849 0.13 -0.09 -0.13
C -2.179 -0.635 -3.769 0.04 0.04 0.17
C -2.024 -1.717 -4.808 0.13 -0.01 0.03
O -1.354 -0.468 -2.875 0.04 0.14 -0.51
H -4.388 1.068 -5.350 -0.11 -0.09 -0.15
H -5.287 -0.062 -4.318 -0.06 -0.04 -0.12
H -4.175 -0.677 -5.557 0.05 0.04 -0.03
H -3.315 0.857 -3.122 -0.06 -0.06 0.02
H -1.108 -2.265 -4.610 0.00 0.06 0.09
H -2.864 -2.411 -4.760 -0.03 0.03 -0.12
H -1.966 -1.282 -5.807 -0.15 -0.08 -0.04
C -0.344 1.484 -9.300 -0.16 0.10 0.42
N -1.494 0.914 -8.622 -0.03 -0.14 -0.19
C -2.354 -0.038 -9.074 -0.09 0.01 0.15
C -2.112 -0.596 -10.455 -0.05 -0.03 0.01
O -3.282 -0.416 -8.375 0.04 -0.03 0.02
H 0.554 1.300 -8.708 0.09 0.03 -0.13
H -0.480 2.562 -9.401 0.11 0.00 -0.12
H -0.213 1.051 -10.286 -0.04 -0.03 0.01
H -1.712 1.244 -7.694 0.02 0.02 -0.02
H -2.874 -1.339 -10.671 -0.03 0.02 0.09
H -2.174 0.196 -11.203 0.12 -0.03 -0.04
H -1.133 -1.074 -10.507 0.03 0.07 -0.10
C 4.476 4.027 3.214 -0.20 -0.33 0.02
N 3.170 3.621 2.730 -0.04 0.12 -0.06
C 2.273 4.361 2.032 -0.06 -0.18 0.05
C 2.654 5.781 1.705 -0.28 -0.12 -0.05
O 1.205 3.864 1.693 0.08 0.44 -0.19
H 5.239 3.377 2.780 0.11 0.10 0.05
H 4.508 3.924 4.300 0.14 0.08 0.00
H 4.695 5.057 2.947 -0.04 0.00 -0.03
H 2.860 2.677 2.920 0.05 0.00 0.01
H 1.847 6.247 1.146 -0.06 -0.10 0.02
H 2.820 6.351 2.619 0.19 0.06 -0.08
H 3.555 5.802 1.098 0.10 0.18 0.15
C -0.838 -0.379 7.333 0.16 0.43 -0.06
N 0.225 0.061 6.451 0.07 -0.21 -0.05
C 0.947 -0.680 5.566 0.06 -0.01 -0.19
C 0.627 -2.152 5.462 -0.01 0.00 0.00
O 1.814 -0.163 4.882 0.12 0.01 0.08
H -1.752 0.172 7.103 -0.09 -0.13 0.07
H -0.559 -0.174 8.369 -0.12 -0.11 0.05
H -1.029 -1.441 7.222 0.03 0.00 -0.05
H 0.488 1.034 6.467 -0.03 -0.01 -0.01
H 1.278 -2.600 4.717 0.01 0.09 -0.03
H 0.797 -2.647 6.420 -0.12 -0.03 0.00
H -0.409 -2.295 5.150 -0.01 -0.06 0.07
C 7.523 5.539 -0.869 -0.44 -0.12 -0.03
N 6.396 6.110 -0.154 0.15 0.15 0.14
C 6.401 7.112 0.767 -0.16 0.03 0.04
C 7.734 7.732 1.111 -0.03 0.03 0.04
O 5.360 7.485 1.286 0.15 -0.04 -0.02
H 7.372 5.664 -1.942 0.16 -0.02 -0.02
H 7.589 4.473 -0.648 0.16 0.00 -0.05
H 8.454 6.017 -0.585 -0.03 0.03 0.03
H 5.477 5.740 -0.342 0.03 -0.01 -0.05
H 7.577 8.509 1.853 -0.10 -0.02 -0.01
H 8.408 6.982 1.527 0.08 0.03 -0.09
H 8.186 8.180 0.225 0.10 -0.07 0.02
```
Forces are in eV/Å.

- Lowest unoccupied orbital energy: 0.64 eV
- F_max: 0.1288 Eh/bohr
- Structure (SMILES): CCSC[C@@]1(P(N)O)OC(=O)O[C@@H]1N.CNC(C)=O.CNC(C)=O.CNC(C)=O.CNC(C)=O.CNC(C)=O.CNC(C)=O
- 2S+1: 1
- Energy: -2877.5605 a.u.
- Kohn-Sham gap: 0.3002 Eh

Atomic partial charges in e from the Löwdin method, atoms 1 to 4: -0.16, -0.55, 0.84, -0.41